Entry 1:
This record from the Open Molecules 2025 dataset describes a structure of composition C10H30O9PRb in a non-equilibrium geometry. The level of theory is ωB97M-V/def2-TZVPD.

Each line ends with the Löwdin charge.
Geometry (Å):
C 1.2514 -3.9601 -0.2596  -0.085
H -1.5760 -1.0009 -2.6636  0.085
O -0.3927 1.6836 -2.2997  -0.120
Rb -0.1860 -0.0403 0.6138  1.043
O 1.7625 0.7301 -1.2525  -0.472
H 1.6678 -0.9615 -1.2769  -0.004
P 2.5768 1.4003 -0.0923  0.071
H 2.7058 -2.4563 0.1034  0.108
O 3.7536 2.2552 -0.7099  -0.169
H -1.5180 4.0681 -3.0442  0.065
H 1.5063 -2.4663 5.5347  0.068
O 1.6344 2.4312 0.6150  -0.317
H 0.9680 2.3637 -3.5824  0.117
H 2.7968 -3.1492 -1.4771  0.109
H 2.8052 -1.0228 4.1299  0.119
H -0.4708 4.2634 -4.3949  0.064
H -1.0860 -2.4895 -1.8776  0.063
H -2.9719 2.8335 2.9248  0.068
H 0.2903 -2.8064 4.3373  0.067
O -0.4559 2.5920 2.0078  -0.157
H 0.2687 2.8123 1.4178  -0.013
H 2.7682 -2.5156 3.3263  0.114
O 3.0205 0.3541 0.9961  -0.374
H -3.9076 -1.6988 -2.0945  0.107
C 2.1094 -1.7082 3.6460  -0.382
C -2.8707 2.7073 1.8469  -0.069
H 0.6145 -3.6992 0.5856  0.072
H -1.4315 2.8467 -4.3122  0.067
H 0.5538 -4.2604 -1.0414  0.065
H -3.0789 1.6804 1.5466  0.060
H -3.6455 3.4216 1.5683  0.063
H -2.1700 -2.5200 -3.3510  0.087
H -1.3993 3.0330 0.2530  0.107
H -1.3658 4.2482 1.5818  0.112
C -1.4933 3.1962 1.3266  -0.351
O 1.6137 -1.0702 2.5678  -0.179
H 0.3846 -1.2839 4.9589  0.074
H 2.2800 -0.5635 2.0978  -0.018
H 0.6862 3.5073 -2.2461  0.117
O 1.2169 -1.7988 -1.1461  -0.171
C 0.2184 2.7792 -2.9088  -0.347
C -1.9003 -2.0137 -2.4242  -0.087
H -3.2719 -3.1340 -1.2919  0.119
C -0.8362 3.5158 -3.6909  -0.103
H 0.3539 1.3110 -1.8249  -0.038
C 2.0882 -2.7945 -0.7286  -0.343
H 1.9391 -4.7768 -0.0402  0.072
H -2.8610 -0.3820 -0.6738  0.058
C -3.0567 -2.0946 -1.5401  -0.336
O -2.9394 -1.2873 -0.3643  -0.119
C 1.0502 -2.0793 4.6236  -0.090

Forces on the atoms, in the same order (eV/Å):
-0.0089 -0.1384 -0.2803
-0.1568 0.1562 0.0135
-1.3147 0.4379 0.4009
-0.0996 -0.0783 0.3670
1.1476 0.2342 0.8872
0.5583 1.3652 -0.1794
-1.1003 -1.1619 1.5097
0.0991 0.2442 0.1992
-0.6004 -0.1878 0.6832
-0.1158 -0.1752 0.2363
0.1088 -0.1360 0.0776
1.5177 -0.1676 -1.2584
0.3843 0.3629 -0.1420
-0.0489 0.1252 -0.5774
0.1856 0.1479 0.6006
0.5280 0.0614 0.0802
0.4425 -0.0873 -0.6330
0.6616 -0.5596 0.2761
0.4012 -0.4906 -0.6516
-0.4534 -1.0621 0.6164
1.8152 -0.4464 0.0492
-0.1949 -0.8302 0.2110
-0.1156 1.5148 -2.2770
-0.5443 -0.2256 -0.0059
1.3815 0.3275 0.8504
0.5271 1.0211 0.0572
0.3138 0.0118 0.2929
-0.0629 -0.2783 0.1545
0.1335 -0.1837 -0.2488
-0.2385 0.0942 0.0478
-0.2063 -0.3055 -0.9097
0.4241 -0.1866 -0.0896
-0.1437 0.1208 -0.2836
-0.6466 0.5703 -0.6117
-1.6602 0.4887 1.0186
-2.5860 -0.0929 -1.1016
0.5226 0.7429 -0.2132
0.9717 0.9186 -0.9926
0.2250 -0.3365 0.4957
-0.7564 -0.9457 -0.3926
-0.3168 0.4515 -1.3410
1.4479 -0.3144 -0.1741
-0.0035 0.1658 0.5064
-0.6297 0.5043 -0.6807
1.1320 -0.9968 0.7141
0.0161 -0.3858 0.9136
-0.3098 -0.2574 0.2793
-0.0835 0.1669 -0.1136
-1.7889 1.0098 0.0003
0.2458 -0.5148 0.4037
-1.0048 -0.6990 1.2149

Its max |F| is 2.81 eV/A. As for the expectation value of S²: 0.7615. As for the multiplicity: 2. Its LUMO energy (alpha / beta) is 2.18 / 1.40 eV. The HOMO energy (alpha / beta) is -5.591 / -5.370 eV. The value obtained for the total energy is -1441.7440 Eh. The orbital gap (alpha / beta) is 7.771 / 6.775 eV. As for the charge: -1.

---

Entry 2:
This record from the Open Molecules 2025 dataset describes a cluster of 7 separate species, C10H31BrFN12O11PS in total in a non-equilibrium geometry. The level of theory is ωB97M-V/def2-TZVPD.

Each line ends with the Löwdin charge.
Geometry (Å):
O 3.0979 -3.5402 2.9095  0.019
H -0.4803 1.7464 -0.5940  0.140
N 3.1208 -5.2112 4.4206  0.158
H 3.0026 -2.0697 4.8907  0.113
H 4.9469 -6.4227 0.8585  0.106
H 3.1610 -5.8883 3.6701  0.110
H 5.0871 -4.7340 1.2485  0.095
N 1.9291 8.8619 1.9203  0.152
C 3.0843 -3.9124 4.0722  -0.701
C 1.2428 3.2216 3.2471  -0.706
Br 0.0080 -2.8535 -1.2230  0.356
C -2.7819 -2.8921 -4.7772  -0.703
C -2.9246 -1.1039 -0.4929  -0.466
N -0.7363 2.6451 -5.3785  0.148
N 3.0315 -3.0570 5.1091  0.152
C -0.5290 0.3916 1.2375  -0.125
S -4.3469 0.7420 0.3007  0.913
H 2.8243 9.1397 2.3008  0.114
F -0.6341 -1.0140 1.6984  -0.145
H 0.2865 0.0631 -0.9533  0.098
H 0.1510 1.9223 4.3388  0.111
N -1.9025 1.0184 -4.3219  0.153
O -4.8819 1.6157 1.4869  -0.328
H -0.1677 7.9228 0.9470  0.100
C -1.1260 1.3576 -5.3667  -0.714
N -3.7964 -2.9274 -5.6599  0.160
H 3.1104 -5.5370 5.3724  0.098
H 1.1898 9.5420 1.8650  0.099
H -0.9935 3.3154 -4.6737  0.096
N 0.4662 2.8824 4.2919  0.154
N 1.6324 4.5091 3.2353  0.163
O -0.8013 0.5617 -6.2336  0.025
H -2.2628 0.3386 -2.2040  0.134
H -3.8188 -1.1576 -1.2820  0.126
H -3.7630 -3.4259 -6.5332  0.102
O -2.9305 1.3334 -0.5173  -0.270
C 1.8055 7.5851 1.5151  -0.715
O -5.5990 0.6641 -0.6558  -0.338
O 2.7174 6.7769 1.5920  0.013
H -1.2492 1.1355 1.8303  0.140
H 0.4602 6.3199 0.7019  0.113
H 0.1883 3.5236 5.0156  0.098
N 4.5621 -5.4874 0.8375  0.146
H 3.0195 -3.3444 6.0732  0.097
N 2.8983 -4.0691 0.2518  0.139
O -2.8454 -2.2800 -3.7228  -0.033
N -1.6918 -3.5862 -5.1507  0.171
H 1.9976 -3.9086 -0.1797  -0.030
H 2.2183 4.8060 2.4659  0.081
H 1.3753 5.1795 3.9401  0.101
H 3.3936 -3.2904 0.6524  0.086
C -2.0948 0.2002 -1.0370  -0.254
H -2.1804 1.6596 -3.5982  0.090
H -2.0628 -4.4730 0.9327  0.060
H 0.5708 0.7520 1.5294  0.109
H -0.9052 -3.5856 -4.5147  0.101
N 0.5954 7.2712 1.0184  0.156
O 2.7422 -6.2620 -0.2414  0.002
C -0.6297 0.5776 -0.4024  -0.116
O -2.2540 -3.4924 1.0190  -0.387
H -0.1505 2.9420 -6.1479  0.112
H -4.6360 -2.4179 -5.4173  0.115
H -2.2178 0.0583 -4.2750  0.083
H -1.6208 -4.0964 -6.0149  0.104
O -3.6484 -0.7791 0.7734  -0.240
C 3.3613 -5.3322 0.2512  -0.733
O 1.5675 2.4257 2.3802  0.006
P -2.1831 -2.8567 -0.6327  0.686

Forces on the atoms, in the same order (eV/Å):
0.1912 0.1334 0.2092
-0.4401 -2.4937 0.5046
0.0902 -1.4476 -0.0981
-0.0106 -0.3781 0.1014
-0.1278 0.4022 -0.0645
-0.0314 0.2207 0.2376
-0.2312 -0.0867 -0.0119
0.5936 1.1952 0.5773
-0.0119 0.2061 -0.5945
0.2581 0.1518 -0.2302
-0.3102 0.6210 0.2874
0.2236 -0.1422 -0.1699
-1.0587 1.0170 -1.4287
0.6766 1.3783 -0.4027
-0.0360 1.2760 0.8190
1.6878 0.9028 -0.1487
-5.7787 2.9157 0.7254
-0.3535 -0.0729 -0.1569
-0.3106 2.7264 -1.1249
-2.2189 0.8087 1.2579
0.0861 0.3702 0.0424
-0.7848 -0.6907 0.8706
3.9033 -3.5061 -3.7613
0.1533 -0.1268 0.0153
0.2214 -0.5935 -0.6202
-1.2723 0.2689 -0.4336
-0.0164 0.0864 -0.1965
0.1485 -0.1439 -0.0072
0.0410 -0.1469 -0.1430
-0.8997 -0.9364 0.9523
0.4534 0.7499 -0.4452
-0.0043 0.0045 -0.0095
1.0355 -1.0226 2.7672
1.9848 -0.3772 1.3422
0.0319 0.1219 0.1796
-2.4131 -1.5978 1.5011
0.3003 -0.3019 -0.0532
5.7690 -0.8735 2.5189
0.1845 -0.1877 0.0862
1.1022 -2.1592 -1.3428
0.0018 0.3494 0.1198
0.0618 -0.1244 -0.1666
1.4875 -0.8016 0.6400
-0.0152 0.0479 -0.2064
-0.4846 0.7290 -0.8542
-0.0421 0.6503 0.5840
1.0710 -0.4745 0.2101
0.4188 -0.0874 0.3156
-0.0729 0.2426 0.2201
0.0807 -0.1366 -0.1534
-0.2466 -0.2630 0.1843
-0.2143 0.8726 0.5386
0.0125 0.0384 -0.2866
-0.3313 1.6050 0.0118
-2.5334 -0.9340 -0.6412
-0.2293 -0.0080 -0.2384
-1.0414 -0.7585 -0.5527
-0.1554 -0.4693 -0.0864
0.2207 0.1990 0.0160
0.6561 0.3043 -2.5091
-0.2323 -0.1010 0.3246
0.3037 -0.2093 -0.1393
0.0039 0.0922 -0.0111
-0.0214 0.1453 0.1651
0.1598 2.7290 -2.2324
-0.6733 0.3452 -0.2840
0.1100 -0.1821 -0.2200
-1.1212 -2.0721 1.6994

Its max |F| is 6.51 eV/A. Its LUMO energy is -0.07 eV. Its SMILES is O=S1(=O)O[C@@H](CCF)[C@@H](P(O)Br)O1.NC(N)=O.NC(N)=O.NC(N)=O.NC(N)=O.NC(N)=O.NC(N)=O. The HOMO energy is -8.796 eV. The value obtained for the total energy is -5297.8531 Eh. The orbital gap is 8.725 eV.

---

Entry 3:
This record from the Open Molecules 2025 dataset describes a structure of composition C10H31LiNO6 in a non-equilibrium geometry. The level of theory is ωB97M-V/def2-TZVPD.

Each line ends with the Löwdin charge.
Geometry (Å):
O 44.1627 -46.2193 21.6601  -0.292
H 44.1415 -52.5035 25.8120  0.078
H 46.1552 -48.4599 18.7356  0.208
C 47.4180 -46.9910 18.1971  -0.132
C 43.0922 -52.3962 25.6229  -0.097
H 47.9619 -44.7570 20.7431  0.180
C 43.9988 -45.6503 23.0030  -0.135
Li 46.1269 -46.8812 21.1390  0.484
C 42.9856 -48.8617 24.9093  -0.216
H 44.8914 -51.2739 21.5205  0.120
H 46.6522 -42.7592 21.0567  0.140
H 46.5860 -50.7345 21.2515  0.115
H 44.4724 -50.0392 25.2400  0.156
H 47.5438 -47.3257 23.2954  0.118
H 45.1455 -43.7418 20.9639  0.084
C 45.5844 -50.3788 21.7466  -0.124
H 43.7947 -48.4471 23.0844  0.089
H 44.7683 -45.4558 23.4831  0.018
H 42.9179 -52.7851 24.5820  0.097
H 43.0759 -44.9431 20.4603  0.146
H 43.4084 -50.8045 23.9383  0.107
H 42.4827 -53.0667 26.2729  0.107
C 47.2848 -47.0246 22.3030  -0.033
H 41.9591 -48.7220 24.8587  0.083
C 43.3918 -50.2703 24.8793  -0.313
H 47.3768 -45.9196 22.0581  0.074
H 47.7691 -46.1335 18.6021  0.037
H 46.8744 -46.8170 17.2706  0.098
O 45.1271 -49.1583 21.1313  -0.212
H 43.1663 -46.6356 19.9951  0.034
C 43.0129 -46.1076 20.8292  -0.055
H 42.8885 -48.4254 25.9695  0.155
O 46.9494 -44.9365 20.8434  -0.233
H 42.0820 -46.6952 23.5618  0.099
H 42.0590 -46.4088 21.2906  0.100
H 45.8329 -50.0055 22.7318  0.063
C 43.0915 -46.5842 23.9236  -0.133
H 45.9659 -48.0771 22.8578  0.055
H 46.1783 -43.6273 19.4248  0.113
H 47.9330 -47.4187 21.5414  0.094
O 42.6587 -51.0533 25.7159  -0.151
N 43.7497 -47.9261 23.9808  -0.052
O 46.5583 -47.5196 19.1678  -0.221
H 44.1402 -49.4889 20.9594  0.163
H 43.3015 -46.1679 24.9993  0.164
H 48.1194 -47.7928 18.0260  0.094
O 45.8216 -47.4137 22.2087  -0.279
H 43.6747 -44.5285 22.8767  0.163
C 46.2177 -43.7957 20.5744  -0.159

Forces on the atoms, in the same order (eV/Å):
-1.3294 0.8253 0.8274
0.6802 0.0120 0.4354
1.5015 3.9408 2.2392
-1.2346 -2.9252 -1.5830
-1.4804 -1.0868 -0.8071
-2.7916 -0.1569 0.0389
-9.1491 -0.3443 -4.7133
0.7888 7.8550 -17.5434
-0.6267 3.3606 1.1358
0.8769 1.5272 1.2896
-0.5602 -2.6850 -1.1399
-1.6182 0.8298 0.8353
-0.7591 -1.6736 -0.4896
0.8458 0.2167 0.3375
1.5212 -1.0868 -0.4016
2.0757 -1.1061 -2.0374
-0.3492 1.0919 0.4295
8.1882 0.4981 3.7312
0.1238 0.3705 0.5893
-1.1537 -2.5666 0.8088
0.2325 0.5540 -0.9969
0.5344 0.8716 -0.1983
1.1600 1.5188 2.3077
-2.6412 -0.1812 -1.7934
3.2298 0.8954 0.5909
-0.3350 -1.7873 2.0156
1.6098 2.6526 0.8399
0.0861 0.3525 -0.1453
-5.0233 -3.8155 -2.1822
0.7578 -2.3259 -3.0877
0.1873 5.4712 2.2894
1.8359 -0.7458 -0.8411
2.5440 0.5296 -0.4850
-0.5893 0.5047 0.4093
0.3820 0.4551 0.0294
-0.2490 -1.4237 0.9079
3.1119 0.4106 0.5090
-1.7511 -1.0494 1.1897
-0.0867 -0.1145 1.8951
-0.0325 -1.4017 -0.4192
-0.5472 -0.8077 1.3439
-0.6582 -1.6989 0.8007
-3.0625 -4.2897 -0.6175
2.9281 1.8503 -0.0219
-1.3387 -0.5891 -1.9029
1.0786 0.4521 -0.4103
2.7019 -6.2058 15.2066
-0.6439 -1.9987 0.1078
-0.9715 5.0194 -1.3238

Its max |F| is 19.24 eV/A. Its LUMO energy is -2.59 eV. The HOMO energy is -11.715 eV. The value obtained for the total energy is -912.6842 Eh. The orbital gap is 9.127 eV. As for the charge: +1.

---

Entry 4:
This record from the Open Molecules 2025 dataset describes a structure of composition C10H31N6O5Y in a non-equilibrium geometry. The level of theory is ωB97M-V/def2-TZVPD.

Each line ends with the Löwdin charge.
Geometry (Å):
H -22.8784 -4.1880 -19.0429  0.118
C -29.5692 -3.9925 -17.6240  -0.226
O -25.4979 -2.4710 -20.6038  0.058
H -28.7214 -5.7596 -18.3884  0.130
H -25.9782 -6.9922 -13.7228  0.134
C -21.9317 -3.1994 -17.3388  -0.409
C -21.7109 -4.4819 -16.5238  -0.074
H -25.8685 -1.4638 -18.1996  0.101
H -20.6943 -4.8494 -16.6478  0.083
C -29.2119 -5.4780 -17.4537  -0.436
H -30.1471 -7.3972 -17.1230  0.088
H -28.6887 -3.3348 -17.5524  0.094
N -25.2937 -6.7149 -13.0398  0.227
H -30.2368 -3.7004 -16.7999  0.123
H -28.9809 -3.0894 -20.2803  0.092
C -22.0460 -3.5108 -18.8172  -0.200
N -25.7363 -4.4450 -19.4547  0.166
H -25.5442 -4.8442 -18.5648  0.071
H -26.2606 -3.0345 -17.6266  0.011
H -23.5198 -1.9180 -17.4796  0.056
H -21.8376 -4.2591 -15.4602  0.067
C -20.2145 -3.7221 -20.3026  -0.087
O -30.3521 -3.8128 -18.7700  -0.156
H -22.3713 -5.3223 -16.7660  0.075
C -25.2571 -5.4572 -12.5359  -0.563
H -22.2071 -2.6215 -19.4323  0.129
H -29.1526 -4.7898 -20.1605  0.081
Y -26.8731 -2.7267 -14.2523  2.051
H -19.3271 -4.3359 -20.4609  0.091
O -20.8724 -4.2578 -19.1520  -0.191
H -24.3369 -4.3165 -11.2017  0.135
C -29.7195 -3.8611 -20.0390  -0.068
C -30.4392 -6.3657 -17.3113  -0.031
H -25.8320 -4.9577 -20.3144  0.119
H -19.8079 -2.7277 -20.1075  0.092
H -20.8135 -3.7662 -21.2107  0.093
N -26.0678 -2.4214 -18.4160  0.135
H -27.4506 -5.1548 -16.2957  -0.008
H -23.8883 -3.2489 -16.7956  0.005
H -24.5712 -7.3361 -12.7279  0.133
N -24.4122 -5.2712 -11.5190  0.227
H -28.8857 -5.2585 -15.5389  0.054
O -26.0364 -3.9552 -15.8917  -0.426
H -21.0464 -2.6301 -17.0532  0.147
H -25.3957 -4.6739 -15.8305  0.028
C -25.7592 -3.0753 -19.5762  -0.682
O -25.9240 -4.5120 -13.0574  -0.176
H -30.5045 -3.7996 -20.7854  0.102
H -30.9947 -6.1085 -16.4012  0.086
H -23.7103 -5.9383 -11.2545  0.142
H -31.0746 -6.2107 -18.1780  0.093
N -28.3290 -5.6597 -16.3058  0.064
N -23.1397 -2.5580 -16.7803  0.032

Forces on the atoms, in the same order (eV/Å):
-0.3606 0.1814 0.3821
-1.1400 -0.2169 -0.3118
-0.4457 -0.6802 0.5616
0.4444 -0.1462 0.2599
0.0840 -0.0783 -0.0913
-0.3877 -1.0885 1.3005
0.2022 -0.2270 0.2375
0.2136 0.1547 -0.7714
-0.0343 -0.0216 -0.1181
0.5578 -0.0102 -0.3675
0.0415 -0.0874 -0.5989
0.3232 -0.1029 -0.4313
-0.2050 1.6310 0.3370
0.0018 -0.0981 0.1483
-0.2127 0.4730 0.6215
0.6893 -0.7937 -0.0183
-0.5888 0.7991 -0.3599
-0.0366 -0.6138 0.0638
0.1837 0.5410 -0.3593
0.4065 0.3530 0.1262
0.0092 0.0956 -0.0126
0.9693 -0.5798 0.3453
0.2500 0.8046 0.1263
-0.1799 0.1771 -0.2599
1.2068 -2.1986 -0.4528
0.3377 0.1062 -0.0020
-0.2945 -0.2082 -0.1033
2.8197 -4.9684 -2.1755
-0.1464 -0.1832 -0.0426
-0.2204 1.0097 -0.7488
0.3619 -0.2005 0.2484
0.5715 -0.4656 -0.3291
0.1538 0.4381 0.7535
0.3846 -0.3006 0.2092
-0.4206 0.2514 -0.0599
-0.2435 0.1633 0.0746
-0.7103 -0.9581 1.8288
-0.1766 -0.0503 -0.6832
0.2345 -0.2621 0.1304
-0.2174 -0.5806 -0.0832
-0.7387 1.3411 -0.4640
0.2015 -0.5620 0.4063
-1.3174 2.6173 2.6556
-0.1528 0.5962 -0.6700
0.1555 0.0717 0.2517
0.9653 1.1849 -1.5052
-1.6292 2.3408 -0.3717
-0.0651 -0.1266 0.0502
-0.1434 0.3118 -0.1466
-0.0172 -0.1516 0.1986
-0.1389 -0.3582 0.0397
-0.7167 0.3854 0.7707
-0.8289 0.2909 -0.5897

Its max |F| is 6.11 eV/A. Its LUMO energy is -10.15 eV. The HOMO energy is -13.520 eV. The value obtained for the total energy is -1142.0675 Eh. The orbital gap is 3.372 eV. As for the charge: +2.